Entry 1:
ORCA calculation (ωB97M-V/def2-TZVPD) on a structure of composition C19H43OP3SSeTi.

Calculated values
<S²>: 0.76
Net charge: +3
DFT total energy (hartree): -5497.09238
LUMO (spin up / spin down) (Ha): -0.3812 / -0.3734
2S+1: 2
Energy relative to the best compared isomer or geometry (same formula, charge and spin) (kcal per mole): 43.8
HOMO level (spin up / spin down) (hartree): -0.631 / -0.631
Strongest force on any atom (eV Å⁻¹): 5.1
Frontier orbital gap (spin up / spin down) (eV): 6.8 / 7.0

Positions of all 69 atoms, in Å:
Ti 0.523 -0.555 0.092
P -1.628 -0.713 2.140
P 1.203 -2.729 0.084
P -1.824 -0.950 -1.090
H 0.225 3.286 0.256
C -0.838 3.044 0.115
C -1.647 2.770 1.161
H -1.188 2.705 2.149
C -1.128 -0.084 3.796
C -1.791 -2.487 2.628
C -3.405 -0.231 2.248
C 2.423 -2.833 -1.268
C 2.090 -2.829 1.669
C 0.065 -4.111 -0.049
C -3.074 0.367 -1.360
C -2.979 -2.328 -0.663
C -1.547 -1.429 -2.831
H -1.157 2.859 -0.914
H -2.640 2.338 0.975
H -1.062 1.013 3.793
H -0.159 -0.508 4.101
H -1.910 -0.399 4.522
H -0.798 -2.945 2.743
H -2.371 -3.049 1.884
H -2.317 -2.526 3.595
H -3.523 0.847 2.103
H -3.762 -0.480 3.259
H -4.031 -0.756 1.522
H 3.037 -3.714 -1.053
H 3.035 -1.921 -1.310
H 1.911 -2.938 -2.233
H 2.477 -3.854 1.741
H 1.423 -2.617 2.522
H 2.918 -2.102 1.709
H 0.687 -5.011 0.060
H -0.433 -4.089 -1.032
H -0.701 -4.065 0.741
H -3.716 0.078 -2.210
H -2.587 1.321 -1.596
H -3.710 0.517 -0.475
H -3.651 -2.480 -1.521
H -3.585 -2.106 0.221
H -2.418 -3.253 -0.492
H -2.523 -1.514 -3.331
H -1.044 -2.400 -2.891
H -0.931 -0.684 -3.348
C 1.472 2.116 -3.233
C 1.008 3.359 -2.854
C 1.164 4.455 -3.718
C 1.801 4.279 -4.959
C 2.261 2.997 -5.345
C 2.047 1.915 -4.471
Se 1.323 0.240 -2.059
H 1.406 0.982 -0.648
H 0.535 3.491 -1.889
H 0.832 5.450 -3.430
H 1.941 5.134 -5.639
H 2.769 2.859 -6.307
H 2.407 0.936 -4.792
C 3.782 0.687 2.795
S 1.992 0.812 2.972
C 1.884 2.615 2.889
O 1.401 0.350 1.515
H 4.068 -0.368 2.723
H 4.262 1.099 3.689
H 4.125 1.241 1.916
H 2.159 2.980 1.900
H 2.560 3.014 3.647
H 0.861 2.901 3.131

Atom charges from the natural (NBO) analysis, given in e for atoms 1 to 5:
1. Ti 1.10
2. P 0.86
3. P 0.81
4. P 0.81
5. H 0.19

=====

Entry 2:
ORCA calculation (ωB97M-V/def2-TZVPD) on a cluster of 2 separate species, C9H14O in total.

Calculated values
Net charge: 0
DFT total energy (hartree): -426.51563
LUMO (Ha): 0.0303
Energy relative to the best compared isomer or geometry (same formula, charge and spin) (kcal per mole): 35.9
Structure (SMILES): Cc1ccccc1.CCO
HOMO level (hartree): -0.330
Strongest force on any atom (eV Å⁻¹): 4.3
Frontier orbital gap (eV): 9.8

Positions of all 24 atoms, in Å:
C -1.154 -0.137 2.395
C -1.119 0.255 0.912
C -1.332 1.615 0.793
C -1.718 2.161 -0.425
C -1.627 1.416 -1.571
C -1.283 0.039 -1.459
C -1.042 -0.616 -0.289
H -1.923 0.380 3.011
H -0.290 0.181 2.984
H -1.267 -1.214 2.574
H -1.114 2.255 1.614
H -2.092 3.187 -0.526
H -1.861 1.753 -2.590
H -1.051 -0.454 -2.402
H -0.765 -1.644 -0.207
C 2.441 -0.148 -0.762
C 2.806 -1.190 0.231
O 2.402 -2.509 -0.176
H 2.049 0.821 -0.414
H 1.630 -0.332 -1.493
H 3.262 0.100 -1.463
H 3.840 -1.360 0.417
H 2.350 -0.891 1.182
H 1.436 -2.564 -0.160

Atom charges from the natural (NBO) analysis, given in e for atoms 1 to 5:
1. C -0.65
2. C 0.02
3. C -0.23
4. C -0.19
5. C -0.23

=====

What did the second record say?
ORCA calculation (ωB97M-V/def2-TZVPD) on a cluster of 2 separate species, C9H14O in total.

Calculated values
Net charge: 0
DFT total energy (hartree): -426.51563
LUMO (Ha): 0.0303
Energy relative to the best compared isomer or geometry (same formula, charge and spin) (kcal per mole): 35.9
Structure (SMILES): Cc1ccccc1.CCO
HOMO level (hartree): -0.330
Strongest force on any atom (eV Å⁻¹): 4.3
Frontier orbital gap (eV): 9.8

Positions of all 24 atoms, in Å:
C -1.154 -0.137 2.395
C -1.119 0.255 0.912
C -1.332 1.615 0.793
C -1.718 2.161 -0.425
C -1.627 1.416 -1.571
C -1.283 0.039 -1.459
C -1.042 -0.616 -0.289
H -1.923 0.380 3.011
H -0.290 0.181 2.984
H -1.267 -1.214 2.574
H -1.114 2.255 1.614
H -2.092 3.187 -0.526
H -1.861 1.753 -2.590
H -1.051 -0.454 -2.402
H -0.765 -1.644 -0.207
C 2.441 -0.148 -0.762
C 2.806 -1.190 0.231
O 2.402 -2.509 -0.176
H 2.049 0.821 -0.414
H 1.630 -0.332 -1.493
H 3.262 0.100 -1.463
H 3.840 -1.360 0.417
H 2.350 -0.891 1.182
H 1.436 -2.564 -0.160

Atom charges from the natural (NBO) analysis, given in e for atoms 1 to 5:
1. C -0.65
2. C 0.02
3. C -0.23
4. C -0.19
5. C -0.23